Molecular formula: C10H10NO3S
Method: DFT, ωB97M-V with the def2-TZVPD basis set

Structure (XYZ):
```
25
Properties=species:S:1:pos:R:3
C 2.188 -1.025 -1.181
C 1.940 -0.278 0.053
N 2.432 0.832 0.422
O 3.408 1.416 -0.227
C 4.184 2.541 0.527
O 4.349 3.558 -0.062
O 4.566 2.140 1.598
C 0.825 -0.733 1.014
S 0.921 -2.604 1.495
C -0.596 -0.558 0.446
C -1.375 0.477 0.968
C -2.545 0.852 0.365
C -3.060 0.211 -0.740
C -2.293 -0.825 -1.314
C -1.136 -1.141 -0.750
H 1.307 -1.762 -1.227
H 2.345 -0.425 -2.078
H 3.034 -1.668 -1.003
H 0.946 -0.307 1.986
H 0.930 -2.842 0.188
H -1.019 1.144 1.777
H -3.110 1.706 0.774
H -4.016 0.476 -1.146
H -2.691 -1.324 -2.271
H -0.462 -1.860 -1.283
```

As for the spin multiplicity: 1. As for the SMILES: C/C(=N\OC(=O)[O-])[C@H](S)c1ccccc1. As for the HOMO-LUMO gap: 7.47 eV. The total charge is -1. Its energy is -1065.70678 hartree.

Löwdin population analysis, charges in e, atoms 1 to 5:
1. C -0.0449
2. C -0.3730
3. N 0.0378
4. O -0.0673
5. C -0.7642

***

Molecular formula: C10H10O2S
Method: DFT, ωB97M-V with the def2-TZVPD basis set

Structure (XYZ):
```
23
Properties=species:S:1:pos:R:3
C -0.713 -2.233 -2.260
C -0.769 -1.413 -0.991
C -1.963 -1.711 -0.136
C -0.003 -0.341 -0.913
C 0.905 0.530 -1.563
O 1.636 0.792 -2.481
C 0.315 0.949 -0.228
S -1.034 2.189 -0.382
C -0.831 2.494 1.346
C 0.295 2.001 1.884
C 1.056 1.211 1.008
C 2.232 0.585 1.365
O 2.854 0.655 2.600
H -1.034 -3.388 -1.884
H -1.352 -1.883 -3.075
H 0.289 -2.260 -2.552
H -2.767 -1.043 -0.644
H -2.359 -2.728 -0.341
H -1.671 -1.436 0.907
H -1.559 3.218 1.634
H 0.731 2.288 2.809
H 2.954 0.001 0.865
H 2.787 1.524 3.031
```

As for the spin multiplicity: 1. As for the SMILES: CC(C)=C1C(=O)[C@@]12SC=C/C2=C\O. As for the HOMO-LUMO gap: 7.25 eV. Its energy is -935.54128 hartree.

Löwdin population analysis, charges in e, atoms 1 to 5:
1. C -0.0347
2. C -0.2856
3. C -0.0414
4. C -0.1196
5. C -0.3147

***

Q: Look up the energy of the first one.
A: -1065.70678 hartree